The following is a DFT calculation (ωB97M-V/def2-TZVPD) of a 6-piece molecular cluster, C20H49N11O12S overall at a distorted geometry.

## Properties
Maximum force = 0.023 hartree/bohr
E_HOMO = -9.4 eV
LUMO energy = 0.2 eV
SMILES string = CCCCCCCC[C@@]1(COC)OS(=O)(=O)O[C@]1(O)CCC(N)=O.NC(N)=O.NC(N)=O.NC(N)=O.NC(N)=O.NC(N)=O
Electronic energy = -73336.0832 eV

```
93
C20H49N11O12S | the Open Molecules 2025 dataset | ωB97M-V/def2-TZVPD
S 4.71 -4.55 -1.42
O -4.78 6.19 4.20
O 3.10 -7.92 2.07
O 1.06 -0.91 -6.00
O 3.43 -3.79 -0.89
O 5.62 -4.33 -0.14
O -1.78 2.52 -0.57
O -4.93 6.12 -0.02
O 5.33 -3.88 -2.51
O 5.61 -3.30 1.87
O -4.48 1.50 5.91
O 4.34 -5.92 -1.55
O 2.79 -1.95 2.22
N -6.43 6.78 5.64
N -4.18 0.63 3.83
N -5.83 7.35 1.65
N -3.66 3.68 -1.13
N 1.62 -2.46 -7.56
N 3.99 -8.43 0.05
N -6.65 7.51 -0.50
N -2.64 4.06 0.87
N -4.29 6.35 6.40
N -4.35 2.91 4.13
N 0.74 -0.41 -8.19
C -1.38 -0.74 -1.57
C 0.94 -0.63 -2.76
C 4.15 -5.22 1.62
C -5.76 6.95 0.36
C -5.15 6.44 5.34
C 0.15 -0.80 -1.45
C 4.46 -1.69 -0.11
C -4.35 1.67 4.70
C 3.62 -0.70 -0.93
C 4.91 -6.55 1.46
C -1.90 0.22 -2.65
C 2.22 -0.66 2.26
C 1.13 -1.24 -7.17
C 2.49 -2.75 1.10
C 2.16 -1.57 -2.92
C 3.92 -7.69 1.24
C 4.78 -3.97 0.98
C 3.77 -3.00 0.30
C 3.48 -0.97 -2.44
C -2.64 3.35 -0.31
H 5.67 -6.50 0.68
H 0.29 -0.78 -3.62
H -6.75 6.97 6.57
H -3.68 3.29 -2.06
H 5.40 -6.78 2.41
H -6.47 8.05 1.97
H -5.23 6.89 2.33
H -4.26 3.05 3.14
H 4.05 -5.02 2.69
H 0.41 -1.79 -1.05
H -1.23 1.06 -2.79
H -2.01 -0.29 -3.62
H 1.74 -2.31 0.45
H -1.87 3.92 1.49
H 2.27 -1.79 -3.98
H 0.39 0.49 -7.93
H 2.64 -0.55 -0.49
H 0.80 -0.65 -9.16
H 5.17 -3.25 2.72
H -4.07 0.77 2.84
H 1.69 -2.74 -8.52
H -4.17 -0.29 4.20
H 1.95 -2.52 -2.43
H -4.57 6.52 7.35
H -1.77 -0.39 -0.61
H 3.60 -0.01 -2.96
H 3.26 -8.16 -0.60
H -4.36 4.34 -0.83
H -1.79 -1.74 -1.72
H -2.89 0.59 -2.38
H 2.90 0.09 1.83
H -7.33 8.19 -0.23
H 5.39 -1.91 -0.64
H 3.13 -5.35 1.25
H -4.48 3.71 4.73
H -3.34 6.09 6.20
H -7.09 6.81 4.88
H 4.74 -1.21 0.83
H -6.61 7.23 -1.47
H -3.28 4.83 1.01
H 1.27 -0.63 1.73
H 1.31 0.40 -2.84
H 4.87 -8.28 -0.42
H 2.08 -3.69 1.47
H 2.05 -0.41 3.31
H 4.32 -1.59 -2.77
H 4.14 0.26 -0.81
H 0.48 -0.07 -0.70
H 1.91 -3.08 -6.84
```